[1]
Here is a 11-piece molecular cluster, C37H102N6O15 overall from the OMol25 dataset. Energies are from wB97M-V/def2-TZVPD.

Net charge = -1
E_LUMO (spin up / spin down) = 2.07 / 2.01 eV
E_tot = -79661.912 eV
Spin multiplicity = 2

Atoms and positions in Å:
C: 2.769 -3.374 -1.691
O: 2.165 -3.966 -2.857
C: 1.977 -3.114 -3.898
C: 0.499 -2.798 -4.103
N: 0.034 -3.720 -5.198
C: -1.265 -3.287 -5.654
C: -2.380 -3.605 -4.621
O: -3.659 -3.173 -5.249
C: -4.812 -3.654 -4.647
H: 2.638 -4.085 -0.876
H: 2.169 -2.549 -1.306
H: 3.795 -3.088 -1.922
H: 2.479 -3.471 -4.797
H: 2.523 -2.202 -3.656
H: 0.568 -1.755 -4.414
H: -0.115 -2.856 -3.205
H: 0.111 -4.696 -4.954
H: -1.396 -3.757 -6.628
H: -1.116 -2.215 -5.784
H: -2.266 -3.007 -3.716
H: -2.249 -4.598 -4.190
H: -5.063 -3.330 -3.636
H: -4.727 -4.741 -4.654
H: -5.653 -3.399 -5.291
C: -2.385 -0.033 5.054
O: -0.992 0.010 5.507
C: -0.685 -0.873 6.598
C: -1.146 -0.312 7.935
N: -0.512 -0.774 9.199
C: -1.051 -0.189 10.468
C: -2.546 -0.371 10.681
O: -3.206 0.685 10.005
C: -4.440 0.345 9.420
H: -2.501 0.139 3.984
H: -2.858 0.793 5.586
H: -2.985 -0.933 5.185
H: 0.398 -0.752 6.630
H: -0.997 -1.889 6.357
H: -2.204 -0.566 7.986
H: -0.879 0.745 7.956
H: 0.475 -0.603 9.065
H: -0.744 0.852 10.562
H: -0.470 -0.656 11.263
H: -2.767 -0.273 11.744
H: -2.811 -1.389 10.397
H: -4.553 1.210 8.766
H: -5.290 0.365 10.102
H: -4.542 -0.524 8.770
C: -2.705 -0.245 -3.197
O: -1.930 -0.888 -2.322
C: -1.158 0.115 -1.623
C: -0.248 -0.667 -0.708
N: 0.324 0.297 0.235
C: 1.343 -0.121 1.138
C: 0.656 -0.930 2.329
O: 0.165 -2.238 1.851
C: -0.255 -3.050 2.901
H: -2.051 0.122 -3.988
H: -3.343 0.551 -2.812
H: -3.381 -1.013 -3.572
H: -1.899 0.726 -1.107
H: -0.555 0.808 -2.211
H: 0.449 -1.247 -1.312
H: -0.844 -1.421 -0.194
H: 0.773 1.056 -0.258
H: 1.843 0.771 1.514
H: 2.190 -0.711 0.787
H: -0.072 -0.288 2.826
H: 1.414 -1.095 3.094
H: -0.751 -3.852 2.354
H: -1.002 -2.631 3.576
H: 0.656 -3.415 3.376
C: 1.532 8.904 -3.832
O: 2.165 7.713 -4.281
C: 1.145 6.769 -4.780
C: 1.706 5.658 -5.721
N: 0.667 4.686 -5.792
C: -0.476 4.942 -6.681
C: -1.424 3.730 -6.577
O: -1.832 3.462 -5.171
C: -2.818 2.526 -5.077
H: 1.108 9.549 -4.602
H: 2.298 9.532 -3.376
H: 0.786 8.591 -3.102
H: 0.284 7.184 -5.305
H: 0.685 6.340 -3.890
H: 2.552 5.232 -5.182
H: 2.000 5.972 -6.722
H: 0.243 4.585 -4.881
H: -0.246 4.821 -7.739
H: -0.846 5.907 -6.336
H: -1.114 2.781 -7.014
H: -2.351 4.008 -7.078
H: -3.772 2.813 -5.520
H: -3.082 2.346 -4.035
H: -2.538 1.585 -5.550
C: 6.309 2.628 2.582
C: 4.859 3.011 2.971
C: 4.133 1.769 3.565
O: 2.820 2.186 3.983
C: 2.244 1.351 4.962
N: 4.733 4.095 3.931
H: 6.321 2.012 1.684
H: 6.811 2.040 3.351
H: 6.969 3.462 2.342
H: 4.388 3.313 2.036
H: 4.773 1.362 4.348
H: 4.031 1.109 2.704
H: 1.202 1.584 5.180
H: 2.682 1.555 5.939
H: 2.231 0.288 4.720
H: 5.643 4.164 4.363
H: 4.035 3.703 4.547
C: -0.460 -4.817 -0.524
C: 0.010 -6.294 -0.669
C: 0.296 -6.916 0.809
O: 1.537 -6.386 1.255
C: 1.546 -6.461 2.663
N: -1.061 -7.102 -1.250
H: 0.302 -4.320 0.076
H: -1.409 -4.677 -0.007
H: -0.691 -4.351 -1.482
H: 0.874 -6.259 -1.332
H: 0.326 -7.997 0.674
H: -0.561 -6.596 1.401
H: 2.565 -6.154 2.903
H: 1.404 -7.493 2.983
H: 0.756 -5.844 3.091
H: -1.084 -6.977 -2.252
H: -1.882 -6.606 -0.933
C: 3.731 -3.041 1.764
O: 4.443 -3.915 2.529
H: 3.716 -3.500 0.776
H: 2.745 -2.905 2.207
H: 4.367 -2.170 1.599
H: 5.146 -4.386 2.075
C: -2.008 3.836 -1.538
O: -1.061 3.676 -2.533
H: -1.459 4.032 -0.617
H: -2.555 4.722 -1.861
H: -2.692 2.987 -1.565
H: -1.514 3.637 -3.378
C: 2.580 1.761 -4.742
O: 1.683 0.727 -4.449
H: 2.929 1.566 -5.756
H: 1.993 2.679 -4.760
H: 3.440 1.743 -4.072
H: 1.342 0.912 -3.570
C: 1.962 3.288 -0.492
O: 1.353 2.551 -1.557
H: 2.938 2.859 -0.265
H: 1.957 4.280 -0.944
H: 1.430 3.424 0.449
H: 0.514 2.989 -1.722
C: -6.095 1.423 -2.143
O: -5.992 1.895 -3.449
H: -5.466 0.552 -1.957
H: -5.772 2.270 -1.538
H: -7.088 1.031 -1.925
H: -6.844 1.856 -3.888

***

[2]
Here is an isolated ion of composition C24H24N3O9S and charge -1 from the OMol25 dataset. Energies are from wB97M-V/def2-TZVPD.

Net charge = -1
ΔE to the lowest compared entry with this formula, charge and spin = 0.0 kcal/mol
E_LUMO = 2.30 eV
E_tot = -59004.852 eV
SMILES = CCOC(=O)[C@@]1([C@@H]2C(=[N+]([O-])[O-])c3ccc([N+](=O)[O-])cc3N2S(=O)(=O)c2ccc(C)cc2)CCCCC1=O

Atoms and positions in Å:
C: 0.586 -1.986 6.324
C: 1.082 -2.409 4.975
O: 1.160 -1.207 4.112
C: 1.305 -1.517 2.799
O: 1.501 -2.660 2.416
C: 1.216 -0.339 1.745
C: -0.191 -0.520 1.278
C: -0.784 -1.914 1.035
N: -1.347 -2.729 2.043
O: -1.561 -3.929 1.709
O: -1.542 -2.367 3.233
C: -1.111 -2.191 -0.313
C: -1.533 -3.331 -1.092
C: -1.940 -3.199 -2.393
C: -2.066 -1.886 -2.938
N: -3.137 -1.706 -3.809
O: -3.749 -2.722 -4.193
O: -3.538 -0.570 -4.133
C: -1.490 -0.800 -2.243
C: -1.049 -0.937 -0.944
N: -0.539 0.063 -0.093
S: -1.207 1.708 -0.133
O: -0.162 2.350 0.631
O: -2.565 1.725 0.347
C: -1.254 2.417 -1.819
C: -2.486 2.539 -2.479
C: -2.529 2.999 -3.793
C: -1.355 3.354 -4.459
C: -1.394 3.745 -5.913
C: -0.129 3.290 -3.771
C: -0.062 2.804 -2.461
C: 1.738 1.004 2.450
C: 3.079 1.631 2.071
C: 4.165 0.680 1.608
C: 3.654 -0.256 0.529
C: 2.173 -0.793 0.603
O: 1.795 -1.599 -0.224
H: 0.163 -2.874 6.795
H: 1.426 -1.647 6.939
H: -0.168 -1.206 6.230
H: 2.090 -2.812 4.992
H: 0.384 -3.082 4.482
H: -0.761 0.036 2.092
H: -1.592 -4.311 -0.634
H: -2.259 -4.039 -3.001
H: -1.393 0.148 -2.748
H: -3.428 2.299 -1.977
H: -3.463 3.076 -4.333
H: -0.398 3.983 -6.307
H: -1.836 3.001 -6.583
H: -2.001 4.639 -6.043
H: 0.792 3.606 -4.291
H: 0.887 2.743 -1.926
H: 0.982 1.740 2.236
H: 1.752 0.825 3.530
H: 3.452 2.156 2.952
H: 2.992 2.465 1.333
H: 4.581 0.086 2.427
H: 4.982 1.280 1.168
H: 4.354 -1.104 0.418
H: 3.730 0.247 -0.457

***

[3]
Here is one molecule with the formula C3H5NO2 from the OMol25 dataset. Energies are from wB97M-V/def2-TZVPD.

Net charge = 0
ΔE to the lowest compared entry with this formula, charge and spin = 28.3 kcal/mol
E_LUMO = 0.90 eV
E_tot = -8776.466 eV
SMILES = O=C1NC[C@@H]1O

Atoms and positions in Å:
O: 2.025 -1.008 0.517
C: 0.892 -0.649 0.310
N: -0.255 -1.306 -0.038
C: -1.103 -0.115 -0.071
C: 0.149 0.711 0.285
O: 0.523 1.533 -0.790
H: -0.389 -2.229 -0.424
H: -1.889 -0.121 0.690
H: -1.514 0.135 -1.052
H: 0.117 1.254 1.237
H: 1.445 1.793 -0.663

***

[4]
Here is one molecule with the formula C17H22O5 from the OMol25 dataset. Energies are from wB97M-V/def2-TZVPD.

Net charge = 0
ΔE to the lowest compared entry with this formula, charge and spin = 0.1 kcal/mol
E_LUMO = 0.65 eV
E_tot = -28223.957 eV
SMILES = C=C(C)C(=O)OCCCCCCOc1ccc(C(=O)O)cc1

Atoms and positions in Å:
C: -1.668 1.567 0.127
C: -0.538 2.099 0.580
C: -0.267 2.400 2.019
C: 0.565 2.474 -0.346
O: 1.500 3.173 -0.038
O: 0.404 1.955 -1.571
C: 1.396 2.272 -2.543
C: 2.706 1.509 -2.355
C: 2.579 -0.003 -2.545
C: 1.840 -0.739 -1.424
C: 2.584 -0.671 -0.091
C: 2.049 -1.620 0.987
O: 0.981 -1.075 1.743
C: -0.313 -1.355 1.475
C: -0.793 -2.031 0.355
C: -2.149 -2.239 0.199
C: -3.054 -1.784 1.153
C: -4.505 -1.977 1.009
O: -5.336 -1.574 1.788
O: -4.852 -2.658 -0.100
C: -2.571 -1.123 2.285
C: -1.224 -0.915 2.445
H: -1.819 1.372 -0.920
H: -2.475 1.312 0.791
H: 0.488 1.711 2.399
H: -1.171 2.301 2.612
H: 0.132 3.407 2.114
H: 1.598 3.348 -2.499
H: 0.935 2.021 -3.502
H: 3.109 1.738 -1.369
H: 3.407 1.898 -3.096
H: 3.585 -0.423 -2.631
H: 2.061 -0.194 -3.488
H: 0.835 -0.331 -1.316
H: 1.753 -1.788 -1.724
H: 3.633 -0.926 -0.262
H: 2.547 0.342 0.314
H: 1.776 -2.591 0.560
H: 2.837 -1.785 1.730
H: -0.121 -2.394 -0.404
H: -2.515 -2.756 -0.674
H: -5.817 -2.748 -0.131
H: -3.278 -0.785 3.027
H: -0.836 -0.412 3.316

***

[5]
Here is a 2-piece molecular cluster, C18H18N2 overall from the OMol25 dataset. Energies are from wB97M-V/def2-TZVPD.

Net charge = +1
ΔE to the lowest compared entry with this formula, charge and spin = 26.4 kcal/mol
E_LUMO (spin up / spin down) = -3.88 / -7.09 eV
E_tot = -21930.380 eV
Spin multiplicity = 2

Atoms and positions in Å:
C: -3.863 2.775 2.722
C: -2.473 1.821 0.784
C: -3.016 1.747 2.028
C: -1.916 -0.214 1.547
C: -2.634 0.460 2.550
C: -1.300 -1.444 1.762
C: -3.011 -0.300 3.666
C: -1.660 -2.154 2.895
C: -2.479 -1.560 3.862
N: -1.917 0.602 0.426
H: -2.494 2.658 0.137
H: -1.202 0.503 -0.274
H: -4.331 3.456 2.023
H: -3.229 3.288 3.433
H: -0.559 -1.813 1.063
H: -3.542 0.176 4.482
H: -1.194 -3.122 3.030
H: -2.573 -2.002 4.846
H: -4.655 2.268 3.276
C: 3.310 -2.579 -0.862
C: 1.884 0.091 -2.999
C: 2.586 -0.323 -1.866
C: 2.492 -1.746 -1.764
C: 1.768 -2.165 -2.919
C: 1.868 1.397 -3.412
C: 2.535 2.312 -2.582
C: 3.196 0.613 -1.026
C: 3.226 1.939 -1.418
N: 1.478 -1.095 -3.649
H: 0.895 -1.132 -4.474
H: 1.316 1.732 -4.277
H: 1.712 -3.106 -3.452
H: 2.478 3.332 -2.914
H: 3.617 0.292 -0.083
H: 4.356 -2.298 -0.825
H: 3.124 -3.607 -1.149
H: 3.940 2.705 -1.140
H: 3.139 -2.354 0.199

***

[6]
Here is a 2-piece molecular cluster, C3H2Cl2O2 overall from the OMol25 dataset. Energies are from wB97M-V/def2-TZVPD.

Net charge = 0
ΔE to the lowest compared entry with this formula, charge and spin = 2.6 kcal/mol
E_LUMO (spin up / spin down) = 0.55 / -2.80 eV
E_tot = -32278.892 eV
Spin multiplicity = 3

Atoms and positions in Å:
C: 2.098 1.349 -0.563
C: -1.691 -0.267 0.319
C: -0.621 -1.016 0.165
O: 2.071 1.652 -1.662
O: 2.199 1.078 0.542
Cl: 0.408 -1.069 -1.224
Cl: -0.092 -2.062 1.424
H: -2.035 0.582 -0.267
H: -2.336 -0.247 1.266

***

[7]
Here is C30H26Br2N6O4S2Zr as an isolated structure from the OMol25 dataset. Energies are from wB97M-V/def2-TZVPD.

Net charge = +2
ΔE to the lowest compared entry with this formula, charge and spin = 14.9 kcal/mol
E_LUMO = -5.64 eV
E_tot = -211690.101 eV

Atoms and positions in Å:
Zr: -0.464 0.901 0.957
C: 1.678 1.556 3.640
C: 0.522 0.706 4.070
C: 0.416 0.181 5.370
C: -0.661 -0.592 5.707
C: -1.679 -0.855 4.763
C: -2.835 -1.649 4.990
Br: -3.112 -2.455 6.666
C: -3.750 -1.836 3.995
C: -3.580 -1.234 2.728
Br: -4.864 -1.520 1.394
C: -2.494 -0.441 2.466
O: -2.287 0.190 1.289
C: -1.527 -0.278 3.493
N: -0.425 0.478 3.176
H: 2.549 1.395 4.271
H: 1.413 2.614 3.695
H: 1.982 1.336 2.610
H: 1.199 0.384 6.087
H: -0.744 -1.011 6.701
H: -4.627 -2.443 4.169
N: 0.442 3.156 -6.802
C: 0.402 3.092 -5.454
C: -0.548 2.277 -4.803
C: -0.588 2.210 -3.433
C: 0.320 2.959 -2.680
C: 1.266 3.777 -3.303
C: 1.309 3.837 -4.674
S: 0.328 2.870 -0.971
O: 0.922 4.026 -0.381
O: 0.982 1.568 -0.528
N: -1.175 2.536 -0.446
C: -1.650 3.312 0.613
S: -2.809 4.547 0.633
C: -2.721 4.571 2.351
C: -1.845 3.645 2.806
N: -1.228 2.937 1.804
H: -0.251 2.694 -7.362
H: 1.065 3.789 -7.270
H: -1.265 1.720 -5.393
H: -1.338 1.604 -2.942
H: 1.950 4.367 -2.707
H: 2.032 4.477 -5.162
H: -3.311 5.265 2.926
H: -1.608 3.451 3.840
C: 1.457 -4.733 -1.888
N: 0.748 -3.976 -0.867
N: 0.930 -2.631 -0.699
C: 0.218 -2.239 0.378
O: 0.225 -0.991 0.735
C: -0.416 -3.355 0.915
C: -0.060 -4.424 0.105
C: -0.429 -5.861 0.213
C: 1.691 -1.795 -1.582
C: 1.048 -1.186 -2.650
C: 1.774 -0.340 -3.475
C: 3.121 -0.118 -3.225
C: 3.752 -0.735 -2.152
C: 3.035 -1.580 -1.319
H: 1.678 -4.079 -2.726
H: 0.811 -5.538 -2.228
H: 2.384 -5.144 -1.489
H: -1.060 -3.378 1.777
H: -1.106 -6.004 1.050
H: 0.455 -6.479 0.375
H: -0.926 -6.209 -0.693
H: -0.004 -1.376 -2.827
H: 1.288 0.144 -4.311
H: 3.686 0.539 -3.873
H: 4.802 -0.559 -1.964
H: 3.507 -2.065 -0.474

***

[8]
Here is C7H10N2O as an isolated structure from the OMol25 dataset. Energies are from wB97M-V/def2-TZVPD.

Net charge = 0
ΔE to the lowest compared entry with this formula, charge and spin = 79.2 kcal/mol
E_LUMO = 0.90 eV
E_tot = -12446.013 eV

Atoms and positions in Å:
C: -1.500 0.453 -0.097
C: 0.692 1.604 -0.391
C: -0.377 0.748 -1.139
C: 0.302 -0.485 -0.364
C: -2.676 1.202 0.398
C: 0.567 -1.815 -1.007
C: 2.280 0.437 1.176
N: -0.916 -0.545 0.468
N: 1.238 0.486 0.215
O: 1.002 2.756 -0.278
H: -0.384 0.908 -2.264
H: -3.414 1.381 -0.355
H: -2.374 2.182 0.500
H: -2.933 0.866 1.290
H: 0.296 -1.860 -2.009
H: -0.108 -2.436 -0.389
H: 1.604 -2.101 -0.999
H: 1.975 0.087 2.100
H: 2.925 -0.381 0.974
H: 2.830 1.488 1.354